(1)
A molecular structure, C5H7NO4S2 at a distorted geometry, computed with wB97M-V/def2-TZVPD.

Values from the calculation:
ΔE to the lowest compared entry with this formula, charge and spin, eV: 1.847
HOMO (alpha / beta), eV: -8.74 / -8.74
Energy, eV: -36644.6004
Gap between HOMO and LUMO (alpha / beta), eV: 7.75 / 7.75

The geometry in ORCA input format:
```
! wB97M-V def2-TZVPD RIJCOSX def2/J DEFGRID3
* xyz 0 1
C 0.1516 -2.1840 -0.9912
C 0.2399 -1.9590 0.3170
C 0.1638 -0.9776 -1.8125
C 0.9980 0.2523 -1.2760
C 0.4045 0.8163 -0.0252
N -1.8244 1.1650 1.5956
O -0.2957 -0.9055 -2.9200
O -1.6358 2.2198 -0.7757
O -2.0376 -0.1880 -0.4672
O 0.5721 -0.9570 1.0448
S 0.9430 2.0636 1.0634
S -1.4305 1.0082 -0.0124
H -0.1878 -3.0565 -1.4860
H 0.5270 -2.9042 1.0047
H 1.8358 -0.2649 -0.9162
H 1.0358 1.0973 -2.0138
H -2.5902 0.4556 1.7444
H -2.0508 2.0617 2.0318
H 2.2881 2.2272 0.9475
*
```

(2)
A gas-phase ion, C6H14NO3 (charge +1), computed with wB97M-V/def2-TZVPD.

Values from the calculation:
ΔE to the lowest compared entry with this formula, charge and spin, eV: 0.910
HOMO, eV: -13.99
Energy, eV: -14072.6478
Gap between HOMO and LUMO, eV: 11.14

The geometry in ORCA input format:
```
! wB97M-V def2-TZVPD RIJCOSX def2/J DEFGRID3
* xyz 1 1
O 2.6366 -0.1065 1.1450
C 2.5167 0.2172 -0.2379
C 1.7448 -0.9272 -0.8912
C 0.3671 -0.5386 -1.4235
C -0.4526 0.1825 -0.3857
O -1.2135 1.2559 -0.8220
C -2.0109 1.6617 0.3313
C -2.1684 0.3777 1.1805
N -1.5630 -0.6319 0.2615
O -1.2315 -1.8591 0.8321
H 3.2991 0.4523 1.5501
H 1.9766 1.1643 -0.3403
H 3.4912 0.3544 -0.7014
H 2.3307 -1.3395 -1.7086
H 1.6503 -1.7190 -0.1471
H 0.4212 0.0821 -2.3151
H -0.1676 -1.4432 -1.7229
H 0.1479 0.5027 0.4768
H -1.4634 2.4281 0.8715
H -2.9541 2.0191 -0.0590
H -1.5844 0.3847 2.0941
H -3.2060 0.1359 1.3778
H -2.2718 -0.8445 -0.4452
H -0.2947 -1.8092 1.0792
*
```

(3)
A molecular structure, C4H4CsLiO3 at a distorted geometry, computed with wB97M-V/def2-TZVPD.

Values from the calculation:
ΔE to the lowest compared entry with this formula, charge and spin, eV: 0.401
HOMO (alpha / beta), eV: -9.80 / -11.72
Energy, eV: -11100.3276
Gap between HOMO and LUMO (alpha / beta), eV: 6.32 / 8.22

The geometry in ORCA input format:
```
! wB97M-V def2-TZVPD RIJCOSX def2/J DEFGRID3
* xyz 1 2
O -0.6856 0.1038 0.9642
C -1.1357 1.1734 0.2786
C 0.5244 -0.4622 0.5867
O -2.1630 1.7275 0.6848
O -0.4946 1.5714 -0.7446
C 0.4789 -1.4763 -0.4301
Cs -3.4084 5.0964 -1.4689
H 1.3611 0.1614 0.9173
H -0.3983 -1.8106 -0.9847
C 1.4130 -2.0986 0.4306
H 2.4736 -1.8408 0.3748
H 1.1006 -2.9589 1.0254
Li 0.9341 0.8136 -1.6342
*
```

(4)
7 unconnected molecules or ions with the total composition C28H35F12N3O8 at a distorted geometry, computed with wB97M-V/def2-TZVPD.

Values from the calculation:
ΔE to the lowest compared entry with this formula, charge and spin, eV: 0.000
HOMO, eV: -8.04
Energy, eV: -83064.0243
Gap between HOMO and LUMO, eV: 8.50

The geometry in ORCA input format:
```
! wB97M-V def2-TZVPD RIJCOSX def2/J DEFGRID3
* xyz 0 1
C 1.5192 1.8242 6.1521
C 2.6559 1.2927 5.2998
O 2.8322 -0.1393 5.4465
C 1.8415 -0.8972 5.0373
O 0.8172 -0.5286 4.5277
C 2.0964 -2.3996 5.2683
F 1.1939 -2.9086 6.1075
F 2.0025 -3.0366 4.1013
F 3.3124 -2.6225 5.7808
H 0.5620 1.9113 5.6455
H 1.7560 2.8256 6.5199
H 1.3916 1.2062 7.0422
H 3.5940 1.6841 5.6799
H 2.5383 1.5217 4.2428
C -3.9384 -1.2638 0.7861
C -4.2709 -0.1528 -0.1904
O -3.7379 -0.3995 -1.5063
C -4.5698 -0.6957 -2.4921
O -5.7587 -0.7893 -2.4196
C -3.8201 -0.8274 -3.8268
F -4.2668 0.1244 -4.6671
F -2.5072 -0.7017 -3.7292
F -4.1003 -2.0146 -4.3650
H -2.9707 -1.6756 0.5165
H -4.6669 -2.0705 0.8330
H -3.8909 -0.7515 1.7462
H -3.7260 0.7459 0.0986
H -5.3296 0.0923 -0.2167
C -3.4627 -1.5111 4.6512
C -2.0891 -1.8929 4.1159
O -2.1349 -2.8932 3.0850
C -2.5437 -4.1202 3.3413
O -2.9953 -4.5199 4.3738
C -2.3732 -4.9904 2.0767
F -2.6797 -6.2526 2.3453
F -3.1700 -4.5360 1.0973
F -1.1100 -4.9482 1.6319
H -3.4687 -0.4928 5.0347
H -3.7658 -2.2003 5.4392
H -4.2229 -1.5912 3.8737
H -1.3984 -2.1922 4.9007
H -1.6796 -1.0337 3.5888
C -1.0695 7.2640 -3.5637
C -1.3928 6.0783 -4.4365
O -0.2257 5.2450 -4.6328
C -0.0103 4.3205 -3.7148
O -0.6871 4.1137 -2.7495
C 1.2625 3.5065 -4.0178
F 1.6677 3.6525 -5.2806
F 2.2579 3.8867 -3.2169
F 1.0142 2.2136 -3.8030
H -0.2264 7.8139 -3.9894
H -0.8223 6.9876 -2.5411
H -1.8902 7.9822 -3.5777
H -1.5909 6.4168 -5.4523
H -2.2247 5.4843 -4.0686
C 0.5803 -2.4769 -4.9726
C 1.2215 -2.7151 -3.7278
C 2.0242 -3.8137 -3.9122
N 2.0142 -4.1341 -5.2433
C 1.0856 -3.3566 -5.8925
H -0.0741 -1.6395 -5.1583
H 1.1470 -2.1901 -2.7911
H 2.5701 -4.4271 -3.2140
H 2.6585 -4.7752 -5.6658
H 0.9014 -3.4534 -6.9472
C 5.7130 2.8911 0.1541
C 4.4021 2.3360 0.1456
C 4.4322 1.2357 -0.6645
N 5.7295 1.0576 -1.0810
C 6.5004 2.0833 -0.6178
H 6.0038 3.7432 0.7436
H 3.5221 2.6395 0.6903
H 3.7153 0.4927 -0.9747
H 5.9943 0.3085 -1.6927
H 7.5060 2.2304 -0.9746
C -0.1237 -1.5831 0.7199
C -0.5726 -1.3055 -0.5951
C 0.2386 -0.3270 -1.1040
N 1.0919 0.0696 -0.1011
C 0.8129 -0.6416 1.0411
H -0.5946 -2.2545 1.4186
H -1.3377 -1.7697 -1.1960
H 0.2748 0.1685 -2.0596
H 1.6648 0.8887 -0.1921
H 1.3714 -0.4264 1.9352
*
```

(5)
A molecular structure, C36H31NP2SeV, computed with wB97M-V/def2-TZVPD.

Values from the calculation:
HOMO (alpha / beta), eV: -10.44 / -10.70
Energy, eV: -148931.5521
Gap between HOMO and LUMO (alpha / beta), eV: 6.69 / 7.71

The geometry in ORCA input format:
```
! wB97M-V def2-TZVPD RIJCOSX def2/J DEFGRID3
* xyz 1 3
V -0.4030 -0.7798 -0.3318
C 2.1903 -0.8256 1.5626
P 1.6838 0.2811 0.1773
C 3.0344 0.3148 -1.0133
C 2.8148 0.7419 -2.3208
C 3.8587 0.7475 -3.2342
C 5.1243 0.3201 -2.8490
C 5.3508 -0.1040 -1.5465
C 4.3074 -0.1030 -0.6319
C 1.6614 1.9649 0.8630
C 2.7848 2.4653 1.5264
C 2.7870 3.7564 2.0241
C 1.6675 4.5673 1.8553
C 0.5564 4.0893 1.1811
C 0.5579 2.7890 0.6854
C 0.9090 -1.1345 2.2820
C 0.5007 -1.2338 3.5686
C -0.9413 -1.4088 3.5615
C -1.3459 -1.4221 2.2703
C -2.6609 -1.3724 1.5438
P -2.5458 0.2041 0.5364
C -3.1428 1.4323 1.7124
C -2.2234 2.1618 2.4594
C -2.6623 3.0333 3.4495
C -4.0190 3.1735 3.6894
C -4.9420 2.4371 2.9522
C -4.5099 1.5624 1.9683
C -3.7209 0.0791 -0.8346
C -4.3498 1.2153 -1.3451
C -5.0710 1.1347 -2.5269
C -5.1560 -0.0700 -3.2159
C -4.5268 -1.2001 -2.7179
C -3.8107 -1.1262 -1.5303
N -0.2146 -1.2538 1.4534
H 2.9093 -0.3268 2.2114
H 2.6528 -1.7190 1.1362
H 1.8312 1.0563 -2.6479
H 3.6831 1.0734 -4.2507
H 5.9350 0.3144 -3.5662
H 6.3344 -0.4377 -1.2428
H 4.4926 -0.4499 0.3779
H 3.6727 1.8549 1.6473
H 3.6615 4.1357 2.5361
H 1.6705 5.5768 2.2459
H -0.3101 4.7218 1.0363
H -0.3094 2.4274 0.1447
H 1.1271 -1.1730 4.4451
H -1.5791 -1.4824 4.4291
H -3.5041 -1.2997 2.2286
H -2.8167 -2.2361 0.8944
H -1.1625 2.0416 2.2887
H -1.9421 3.5952 4.0293
H -4.3634 3.8524 4.4587
H -6.0008 2.5439 3.1473
H -5.2356 0.9900 1.4032
H -4.2837 2.1612 -0.8214
H -5.5662 2.0164 -2.9121
H -5.7150 -0.1232 -4.1408
H -4.5890 -2.1405 -3.2486
H -3.3446 -2.0298 -1.1514
Se -0.1500 -2.4987 -1.8940
C 1.4235 -3.5132 -2.3274
C 1.2331 -4.8773 -2.4986
C 2.3162 -5.6787 -2.8390
C 3.5755 -5.1214 -3.0081
C 3.7517 -3.7544 -2.8415
C 2.6763 -2.9418 -2.5037
H 0.2526 -5.3142 -2.3658
H 2.1683 -6.7425 -2.9712
H 4.4150 -5.7502 -3.2733
H 4.7288 -3.3097 -2.9827
H 2.8182 -1.8786 -2.3976
*
```

(6)
A single C14H22N6S2 molecule at a distorted geometry, computed with wB97M-V/def2-TZVPD.

Values from the calculation:
ΔE to the lowest compared entry with this formula, charge and spin, eV: 2.770
HOMO, eV: -8.26
Energy, eV: -45483.1224
Gap between HOMO and LUMO, eV: 8.66

The geometry in ORCA input format:
```
! wB97M-V def2-TZVPD RIJCOSX def2/J DEFGRID3
* xyz 0 1
H -3.1121 -0.5968 -3.2072
N -3.2190 -0.4749 -2.2176
C -2.0519 -0.4771 -1.6337
N -2.2650 -0.0742 -0.3606
C -1.4754 -0.4411 0.8314
C -2.5149 -0.9283 1.9171
S -1.7942 -1.4196 3.5817
C -1.2626 0.3291 4.1008
C -0.0862 0.1685 5.0348
N 0.2769 -0.8968 5.7911
C 1.5843 -0.8912 6.2812
N 2.0545 0.2902 6.0261
C 1.0643 0.9341 5.2081
C 1.3573 2.2608 4.6915
S -0.5466 -0.7788 -2.2965
C -0.3108 0.6306 -3.4356
C 0.8657 1.4963 -3.0514
C 2.0963 0.6015 -2.9839
C 3.3463 1.4284 -2.7640
C 3.6416 2.7894 -2.8027
N 4.9810 2.9962 -2.4419
C 5.4860 1.8307 -2.2082
N 4.5072 0.8865 -2.3449
H -3.2420 0.1035 -0.1864
H -0.9032 -1.2855 0.4989
H -0.7783 0.3866 1.1573
H -3.1907 -1.6875 1.4373
H -3.1231 -0.0345 2.0351
H -0.9093 0.8687 3.2330
H -2.0542 0.8839 4.5929
H -0.2038 -1.7730 5.5868
H 2.1574 -1.6332 6.7763
H 2.0495 2.7439 5.4056
H 0.3170 2.6984 4.7848
H 1.6578 2.1395 3.5981
H -0.0507 0.2007 -4.4301
H -1.1861 1.1710 -3.5426
H 0.8575 2.4024 -3.5581
H 0.7467 1.8195 -1.9786
H 2.2694 0.0910 -3.9307
H 2.0090 -0.3438 -2.4195
H 3.0613 3.3801 -3.3931
H 6.5094 1.5690 -1.9195
H 4.6674 -0.0807 -2.1792
*
```

(7)
A single C5H10OS molecule at a distorted geometry, computed with wB97M-V/def2-TZVPD.

Values from the calculation:
ΔE to the lowest compared entry with this formula, charge and spin, eV: 5.505
HOMO, eV: -8.11
Energy, eV: -18224.3941
Gap between HOMO and LUMO, eV: 8.90

The geometry in ORCA input format:
```
! wB97M-V def2-TZVPD RIJCOSX def2/J DEFGRID3
* xyz 0 1
C -1.1912 0.0315 1.5402
C -0.2177 0.6452 0.8847
C 0.5853 1.8074 1.2035
S 0.1834 -0.1027 -1.0512
C -0.9991 -0.4563 -2.1672
C 0.9844 -1.8084 -0.4859
O 1.2512 0.8048 -1.4513
H -1.8896 -0.4497 0.8431
H -1.4384 0.2577 2.6076
H 0.2264 2.3224 2.0927
H 1.6804 1.5413 1.3319
H 0.5995 2.4448 0.2552
H -1.6080 0.2471 -2.7387
H -1.7062 -1.0637 -1.4375
H 1.8274 -2.1250 -1.2355
H 1.5807 -1.6277 0.3337
H 0.1317 -2.4688 -0.5252
*
```

(8)
A molecular structure, C20H25BBeBr2Cl2F6MgN2NaO6 at a distorted geometry, computed with wB97M-V/def2-TZVPD.

Values from the calculation:
HOMO, eV: -10.65
Energy, eV: -228764.0595
Gap between HOMO and LUMO, eV: 1.05

The geometry in ORCA input format:
```
! wB97M-V def2-TZVPD RIJCOSX def2/J DEFGRID3
* xyz 1 1
C 3.7051 -3.8848 2.2895
C 3.6302 -2.7504 1.1846
C 4.9710 -2.5444 0.3876
C 3.0512 -1.3882 1.8090
C 1.5118 -1.4016 1.4879
C 0.9764 -0.6774 0.3383
C -0.5066 -0.7378 0.0411
Cl -1.3074 0.1341 -1.4224
C -1.3398 -1.5529 0.9633
C -0.7409 -2.2830 2.1126
C 0.6753 -2.2163 2.4013
C -1.8940 -3.0667 2.8424
O -1.8302 -3.6942 3.8423
N -2.9845 -2.8525 1.9687
Br -4.5885 -3.7353 2.2134
C -2.9362 -1.8546 1.0073
O -3.8693 -1.3449 0.4299
H 2.6512 -4.2685 2.4155
H 4.0052 -3.4945 3.2977
H 4.3573 -4.7095 1.9176
H 2.8678 -3.1154 0.4357
H 5.0341 -3.3522 -0.3878
H 4.8705 -1.5823 -0.1934
H 5.8761 -2.4786 1.0358
H 3.5530 -0.4837 1.3883
H 3.1333 -1.4112 2.9314
H 1.7581 -0.0966 -0.3166
H 1.1004 -2.7736 3.2922
Be 1.7067 -2.9356 5.0878
C -3.1539 1.6282 1.6530
C -2.0487 2.2469 2.4083
N -1.1717 2.7321 2.9831
H -3.2660 2.1259 0.6898
H -2.9372 0.5766 1.4881
H -4.0901 1.7157 2.2100
C 1.0311 4.0311 1.0083
C 1.7693 5.1305 0.2620
C 0.9299 6.3943 0.1664
O 2.0983 4.6763 -1.0535
H 0.1056 3.7599 0.4888
H 1.6429 3.1261 1.0595
H 0.7810 4.3405 2.0238
H 2.7092 5.3520 0.7714
H 0.0016 6.2043 -0.3817
H 1.4679 7.1709 -0.3806
H 0.6768 6.7764 1.1571
H 1.2732 4.4790 -1.5119
Br 2.5085 -0.2626 -2.0216
B -6.5474 0.1088 1.4081
F -6.7719 -1.0296 0.5814
F -7.7735 0.7284 1.7083
F -5.9042 -0.3005 2.6103
F -5.6955 1.0343 0.7135
C -0.8880 -0.6767 -5.8146
C 0.3714 -1.4031 -6.1838
O 1.3866 -0.6039 -5.5834
C 0.8240 -0.0239 -4.5025
O 1.4286 0.4915 -3.6119
O -0.5429 -0.1129 -4.5273
F 0.5510 -1.4058 -7.5147
H -1.1294 0.1294 -6.5107
H -1.7473 -1.3409 -5.7375
H 0.4340 -2.4273 -5.8005
Cl -0.6642 -0.5188 -9.1140
Na -3.4429 -1.0344 -2.2259
Mg 0.1548 -1.4868 -2.5607
F -1.8084 4.2206 4.8447
*
```

Question: The lowest energy belongs to which entry?
Answer: C20H25BBeBr2Cl2F6MgN2NaO6